1.
{"formula": "C15H40O10P2Si", "method": "ωB97M-V with the def2-TZVPD basis set", "symbols": ["C", "C", "O", "P", "O", "O", "C", "C", "O", "C", "C", "H", "H", "H", "H", "H", "H", "H", "H", "H", "H", "H", "H", "H", "H", "H", "C", "C", "O", "P", "O", "O", "C", "C", "O", "C", "C", "H", "H", "H", "H", "H", "H", "H", "H", "H", "H", "H", "H", "H", "H", "H", "O", "C", "C", "C", "Si", "O", "H", "H", "H", "H", "H", "H", "H", "H", "H", "H"], "xyz": [[1.2361, 0.0190, 2.3944], [-0.2662, 0.1126, 2.2084], [-0.9483, 0.0410, 3.4531], [-1.5016, 1.4155, 4.1980], [-2.0765, 2.0992, 2.9638], [-2.9203, 0.8298, 4.7965], [-4.1609, 1.4350, 4.4444], [-4.7874, 0.7091, 3.2714], [-0.8193, 0.9176, 5.6686], [0.5877, 0.8844, 5.8356], [1.2270, 2.2453, 5.6583], [1.6096, 0.8789, 2.9595], [1.7451, -0.0029, 1.4350], [1.5030, -0.8832, 2.9473], [-0.5170, 1.0132, 1.6456], [-0.6038, -0.7407, 1.6115], [-4.0389, 2.4976, 4.2302], [-4.8157, 1.3604, 5.3164], [-4.1004, 0.6565, 2.4246], [-5.7024, 1.2087, 2.9463], [-5.0293, -0.3206, 3.5432], [1.0282, 0.1414, 5.1695], [0.7739, 0.5329, 6.8536], [1.0270, 2.6487, 4.6593], [2.3082, 2.1812, 5.7960], [0.8247, 2.9558, 6.3830], [-3.4219, 0.8932, -0.9004], [-3.3848, 1.4051, -2.3272], [-2.3714, 0.7527, -3.0802], [-2.6788, -0.5419, -4.0806], [-3.9874, -0.0838, -4.7163], [-1.6585, -0.1875, -5.3278], [-2.1426, -0.0502, -6.6596], [-2.3912, 1.4108, -6.9817], [-1.3472, -1.3395, -3.4002], [-1.3843, -1.7804, -2.0537], [-2.4820, -2.7922, -1.8010], [-3.7027, -0.1639, -0.8745], [-4.1478, 1.4524, -0.3066], [-2.4406, 0.9852, -0.4309], [-4.3747, 1.3051, -2.7743], [-3.1414, 2.4715, -2.3294], [-3.0361, -0.6550, -6.8204], [-1.3709, -0.4405, -7.3282], [-3.0586, 1.8758, -6.2541], [-2.8299, 1.5207, -7.9756], [-1.4544, 1.9711, -6.9486], [-1.4582, -0.9247, -1.3810], [-0.4167, -2.2470, -1.8509], [-3.4673, -2.3727, -2.0331], [-2.4775, -3.1089, -0.7561], [-2.3458, -3.6722, -2.4326], [8.5337, -1.5858, 0.4232], [8.1354, -1.2732, -0.9099], [6.6197, -1.5249, -1.2175], [5.6333, -0.4960, -0.5068], [3.8431, -1.0825, -0.9336], [3.0405, -1.5142, 0.5279], [8.0111, -2.3083, 0.7889], [8.7240, -1.8961, -1.6464], [8.4063, -0.1945, -1.0728], [6.4467, -1.3943, -2.3239], [6.2636, -2.5517, -0.9194], [5.7235, 0.5495, -0.8952], [5.8079, -0.4602, 0.5987], [3.1264, -0.0484, -1.7109], [3.9091, -2.2699, -1.8134], [3.1659, -2.4692, 0.6225]], "atomic_forces_ev_per_a": [[-0.1, 0.2, 0.2], [0.3, -0.3, -0.5], [0.9, 1.0, 0.5], [-4.5, -7.0, -1.5], [2.6, 2.6, 2.0], [0.7, 0.9, 0.8], [-0.3, 0.0, -0.2], [0.0, -0.2, -0.2], [0.1, 2.8, -1.3], [0.7, -0.1, 0.2], [-0.1, 0.1, 0.0], [0.0, 0.0, 0.0], [-0.1, 0.0, 0.1], [0.0, 0.0, -0.1], [-0.2, 0.0, 0.2], [-0.1, 0.0, 0.1], [0.1, -0.1, -0.1], [0.2, -0.1, 0.1], [0.0, 0.2, 0.1], [0.0, 0.0, 0.0], [0.0, 0.1, 0.1], [-0.1, 0.0, -0.2], [-0.3, 0.0, 0.0], [0.1, -0.1, 0.0], [0.0, 0.0, -0.1], [0.0, 0.0, 0.0], [0.1, -0.1, 0.0], [-0.3, 0.4, 0.3], [-0.6, -1.2, 0.2], [3.9, 6.9, -2.1], [0.0, -3.5, 1.8], [-0.3, -1.2, 0.5], [-0.1, 0.3, -0.3], [0.0, 0.2, 0.1], [-2.7, -1.4, -0.6], [0.1, -0.2, 0.6], [0.0, -0.1, -0.1], [-0.1, 0.0, 0.0], [0.0, 0.0, 0.0], [-0.1, 0.1, 0.0], [0.1, -0.1, -0.3], [0.1, -0.1, -0.1], [0.0, 0.1, 0.1], [0.1, 0.0, 0.2], [-0.1, -0.2, 0.0], [0.0, 0.0, 0.0], [0.0, -0.1, -0.1], [-0.1, 0.1, -0.1], [0.0, 0.1, -0.2], [0.0, 0.0, 0.1], [-0.1, 0.0, 0.0], [0.0, 0.0, 0.0], [-0.2, 0.3, -0.1], [-0.3, -0.5, -0.8], [-0.4, 1.3, 0.3], [-0.2, -0.4, -0.3], [0.5, 0.3, 1.3], [0.7, -0.2, -1.6], [0.0, 0.0, -0.3], [-0.4, 0.6, 0.7], [-0.4, -1.0, 0.1], [0.3, -0.4, 1.0], [0.8, 0.7, -0.4], [0.3, -0.8, 0.2], [-0.2, -0.1, -0.9], [-0.2, 0.0, 0.3], [0.0, -0.1, 0.1], [-0.2, 0.2, 0.3]], "smiles": "CCOP(=O)(OCC)OCC.CCOP(=O)(OCC)OCC.OCCC[SiH2]O", "relative_energy_kj_mol": 262.36, "e_tot_ev": -63134.274, "max_force_ev_per_a": 8.4, "homo_ev": -10.13}



2.
{"formula": "C15H40O5Ti", "method": "ωB97M-V with the def2-TZVPD basis set", "symbols": ["Ti", "C", "C", "C", "O", "H", "H", "H", "H", "H", "H", "H", "H", "C", "C", "C", "O", "H", "H", "H", "H", "H", "H", "H", "H", "C", "C", "C", "O", "H", "H", "H", "H", "H", "H", "H", "H", "C", "C", "C", "O", "H", "H", "H", "H", "H", "H", "H", "H", "C", "C", "C", "O", "H", "H", "H", "H", "H", "H", "H", "H"], "xyz": [[0.0533, 0.0921, 0.4663], [-2.1719, 2.6640, -1.3953], [-0.9801, 2.2675, -2.2578], [-0.5051, 3.4522, -3.2216], [0.0513, 1.9055, -1.3691], [-2.7604, 1.8224, -1.0298], [-2.8488, 3.2887, -1.9782], [-1.8610, 3.3590, -0.6154], [-1.2931, 1.4254, -2.8750], [0.1892, 3.2842, -4.0449], [-0.0890, 4.1141, -2.4622], [-1.4200, 3.9356, -3.5645], [0.3457, 2.6060, -0.7825], [3.8934, -2.2789, 0.9833], [2.5220, -2.2093, 0.1768], [2.1867, -3.6334, -0.2212], [1.6421, -1.7700, 1.0771], [3.9129, -3.1515, 1.6361], [4.0911, -1.4421, 1.6532], [4.7914, -2.1745, 0.3744], [2.6464, -1.5327, -0.6686], [1.1909, -3.6972, -0.6598], [2.0139, -4.3238, 0.6044], [2.8958, -3.8708, -1.0142], [1.7151, -2.2147, 1.9248], [-1.2708, -2.9695, -2.8773], [-1.6587, -1.5631, -2.4361], [-3.1414, -1.2368, -2.5319], [-1.2320, -1.5034, -1.0957], [-0.1822, -3.0228, -2.8663], [-1.4777, -2.9842, -3.9474], [-1.6652, -3.7372, -2.2115], [-1.0649, -0.8380, -2.9927], [-3.6346, -2.1594, -2.2257], [-3.5099, -1.0555, -3.5415], [-3.3917, -0.3032, -2.0282], [-1.3464, -2.3933, -0.7542], [-3.0031, 0.6584, 3.5234], [-2.9959, -0.2713, 2.3777], [-3.6569, 0.3499, 1.1669], [-1.5685, -0.4487, 2.0775], [-3.9103, 1.2038, 3.7833], [-2.3936, 1.5388, 3.3198], [-2.4775, 0.1923, 4.3568], [-3.5032, -1.2287, 2.4960], [-3.4963, -0.3551, 0.3512], [-3.2640, 1.3625, 1.0759], [-4.7131, 0.6013, 1.2636], [-1.1135, -0.4517, 2.9228], [3.8603, 1.5028, 2.7887], [2.8351, 1.8858, 1.7157], [3.4118, 1.7525, 0.3339], [1.7260, 1.0018, 1.8094], [3.5063, 0.9904, 3.6833], [4.5312, 2.2957, 3.1191], [4.5413, 0.7540, 2.3842], [2.4295, 2.8967, 1.7565], [2.6066, 1.7351, -0.4005], [4.0631, 0.8888, 0.2000], [4.0035, 2.6586, 0.2027], [1.9450, 0.3344, 2.4638]], "atomic_forces_ev_per_a": [[0.0, 0.0, -0.7], [-0.5, 1.1, -1.0], [-0.5, 1.5, -1.1], [-1.2, -0.5, 2.1], [1.1, -2.1, 0.3], [0.4, 0.0, 0.2], [-0.3, -0.2, -0.2], [0.1, -0.3, 0.4], [0.6, -0.4, 0.3], [-0.1, -0.5, 0.3], [0.4, 0.6, -0.4], [0.2, 0.0, -0.4], [-0.3, 0.6, -0.2], [0.3, 0.7, -0.7], [4.2, -2.4, 0.7], [-0.9, 0.6, -1.4], [-4.1, 2.6, 2.1], [0.1, -0.3, -0.3], [-0.8, 0.4, 0.1], [0.0, -0.9, -0.4], [-0.5, 0.1, 0.0], [-0.1, 0.5, -0.5], [1.2, 0.0, 0.2], [0.1, -1.0, 0.4], [0.2, -0.3, -0.1], [0.7, 1.4, -1.2], [0.1, -0.3, -0.6], [0.2, -0.4, -0.7], [0.3, 1.0, 1.6], [0.1, -0.1, 0.3], [-0.6, -1.0, 0.1], [-0.4, -0.2, -0.5], [0.1, 0.1, 0.0], [-0.6, 0.5, 0.6], [0.4, -0.2, -0.3], [-0.1, -0.4, 0.6], [0.1, 0.0, 0.5], [0.4, 1.2, 1.3], [-0.4, 0.7, -1.1], [0.3, 0.4, 0.1], [-0.4, -0.7, -0.4], [-0.5, -1.0, 0.3], [0.5, -0.1, -0.6], [-0.6, 0.0, 0.6], [0.5, -0.2, 0.7], [0.0, 0.6, -0.5], [0.7, -0.2, -0.7], [-0.2, -0.8, 0.4], [0.0, 0.0, 0.1], [0.9, -0.1, -0.1], [0.4, -0.4, 0.0], [0.4, 0.6, -0.1], [-1.0, -0.6, 0.3], [-0.7, 0.5, 0.1], [-0.3, 0.3, -0.1], [0.0, 0.0, -0.4], [0.1, 0.1, 0.7], [0.1, 0.1, -0.1], [-0.1, -0.1, 0.1], [0.2, -0.1, -0.5], [-0.1, -0.1, 0.0]], "total_charge": 1, "spin_multiplicity": 4, "relative_energy_kj_mol": 220.23, "e_tot_ev": -49547.439, "max_force_ev_per_a": 5.2, "homo_ev": [-7.52, -13.21]}



3.
{"formula": "C15H41N4O7", "method": "ωB97M-V with the def2-TZVPD basis set", "symbols": ["N", "O", "O", "O", "C", "C", "C", "O", "H", "H", "H", "H", "H", "H", "H", "H", "C", "C", "C", "O", "C", "N", "H", "H", "H", "H", "H", "H", "H", "H", "H", "H", "H", "C", "C", "C", "O", "C", "N", "H", "H", "H", "H", "H", "H", "H", "H", "H", "H", "H", "C", "C", "C", "O", "C", "N", "H", "H", "H", "H", "H", "H", "H", "H", "H", "H", "H"], "xyz": [[-2.6532, -1.4734, -1.2368], [-1.5550, -1.0874, -0.7993], [-3.0242, -1.0165, -2.3065], [-3.3481, -2.3523, -0.7709], [-0.7112, -6.7001, 2.8032], [-1.1466, -5.3415, 2.1668], [-1.0118, -4.2205, 3.2542], [-0.2649, -5.1535, 1.1439], [0.3437, -6.8004, 3.0586], [-0.9267, -7.5934, 2.2170], [-1.1869, -6.7518, 3.7826], [-2.1769, -5.4845, 1.8408], [-1.6646, -4.4641, 4.0924], [-1.1891, -3.2117, 2.8815], [0.0072, -4.0842, 3.6163], [0.0698, -6.0343, 0.9603], [-1.6946, 3.7895, -6.6025], [-2.8524, 2.9302, -7.0817], [-3.0921, 3.2023, -8.5673], [-3.7933, 4.4837, -8.8253], [-4.1320, 4.7127, -10.1368], [-2.5006, 1.5249, -6.9157], [-1.1781, 3.3317, -5.7589], [-2.1441, 4.7588, -6.3866], [-0.9180, 4.0393, -7.3255], [-3.8452, 3.0301, -6.6429], [-3.7351, 2.4358, -8.9999], [-2.2416, 2.9958, -9.2170], [-4.2660, 5.7907, -10.0478], [-5.0058, 4.1569, -10.4769], [-3.2933, 4.6844, -10.8324], [-2.5229, 1.5346, -5.9060], [-3.2792, 0.9730, -7.2464], [3.7113, -0.9156, 2.6459], [4.1668, -0.2886, 1.2980], [5.4528, -0.7531, 0.5887], [5.2726, -2.0773, 0.1428], [6.3996, -2.7003, -0.3212], [2.9751, -0.2554, 0.3976], [4.6294, -1.0976, 3.2044], [3.2051, -1.7832, 2.2224], [3.1817, -0.1462, 3.2076], [4.4513, 0.7243, 1.5828], [6.3628, -0.6188, 1.1734], [5.5325, -0.1899, -0.3412], [5.9070, -3.6444, -0.5539], [7.1688, -2.8431, 0.4377], [6.8431, -2.1574, -1.1559], [2.1926, 0.0412, 0.9631], [3.1377, 0.5528, -0.1859], [-2.2286, 1.4936, 4.1589], [-1.2098, 2.3115, 4.9291], [-0.6825, 1.4774, 6.0811], [0.2762, 2.3341, 6.7170], [1.0346, 1.6113, 7.5866], [-0.1213, 2.6480, 3.9761], [-2.8286, 0.9199, 4.8652], [-1.7529, 0.7523, 3.5168], [-3.0135, 2.1294, 3.7492], [-1.5217, 3.3007, 5.2644], [-0.1713, 0.5535, 5.8108], [-1.4398, 1.3567, 6.8557], [1.6861, 2.0908, 8.3172], [1.7277, 0.9325, 7.0898], [0.3243, 1.1326, 8.2607], [-0.4469, 3.4278, 3.4230], [0.7105, 3.0756, 4.3574]], "atomic_forces_ev_per_a": [[1.1, 0.3, -1.7], [0.3, -0.2, 1.5], [-0.8, 1.8, -2.4], [-0.6, -1.8, 2.6], [-0.7, 0.3, 1.3], [0.8, -1.1, 2.8], [0.0, -0.2, -0.8], [1.0, 0.7, -1.8], [0.3, 0.7, -0.3], [-0.5, 0.1, -0.2], [-0.4, -0.5, 0.0], [-0.2, 0.5, -0.1], [-0.1, 0.2, 0.0], [-0.7, -0.2, -0.3], [0.3, -0.8, 0.1], [0.2, 0.3, -0.5], [-0.7, 0.8, 0.5], [0.3, 0.0, -2.5], [-1.7, 0.1, -1.1], [2.0, -2.3, 2.0], [0.4, 1.7, -0.1], [0.4, 0.5, 0.0], [-0.3, 0.3, 0.3], [0.3, 0.2, 0.7], [-0.2, -0.6, -0.5], [0.2, 1.1, 0.6], [-0.8, -0.4, 0.4], [0.8, 1.0, 0.2], [-1.1, 0.2, -0.8], [0.0, 0.0, -0.2], [0.2, -0.8, -0.2], [0.3, -1.4, 0.4], [-0.1, -0.3, 0.2], [1.7, 0.3, -1.9], [-0.1, 1.4, 0.6], [-1.8, -0.8, -0.7], [-0.8, 0.9, 1.5], [-0.4, -0.8, -0.1], [1.4, 0.2, 0.4], [-0.2, -0.7, 0.2], [-0.4, -0.3, 1.3], [-0.7, -0.5, -0.2], [0.1, 0.6, -0.1], [0.0, -0.1, 0.4], [0.3, 0.7, 0.0], [1.2, -0.5, -0.8], [0.2, 0.0, 0.3], [0.1, -0.2, -0.5], [-0.4, -0.2, 0.2], [-0.2, 0.0, -0.7], [-1.1, 0.1, 1.1], [1.3, -0.3, -1.0], [0.6, 2.1, 0.5], [0.4, 1.3, -0.8], [0.5, -1.2, 1.7], [0.3, 0.0, -0.6], [0.0, -0.3, 0.3], [-0.1, 0.5, -0.4], [0.4, -0.1, -0.9], [-0.9, -0.4, 0.7], [-0.4, -0.2, -0.4], [-0.4, -0.7, -0.3], [-0.1, 1.4, -0.5], [-0.3, -0.6, -0.2], [0.2, -1.1, 0.1], [-0.4, -0.2, -0.6], [0.1, -0.4, 1.0]], "total_charge": -1, "e_tot_ev": -36505.717, "max_force_ev_per_a": 3.7, "homo_ev": -3.66}



4.
{"formula": "C15H42BCuN2O5", "method": "ωB97M-V with the def2-TZVPD basis set", "symbols": ["Cu", "B", "H", "H", "H", "H", "C", "O", "C", "C", "N", "C", "C", "O", "C", "H", "H", "H", "H", "H", "H", "H", "H", "H", "H", "H", "H", "H", "H", "H", "C", "O", "C", "C", "N", "C", "C", "O", "C", "H", "H", "H", "H", "H", "H", "H", "H", "H", "H", "H", "H", "H", "H", "H", "C", "C", "C", "O", "H", "H", "H", "H", "H", "H", "H", "H"], "xyz": [[-0.4674, -2.0725, -0.5512], [-2.6268, -2.1240, 0.3778], [-2.5309, -0.9129, 0.5026], [-3.4931, -2.5130, 1.1195], [-2.8499, -2.4348, -0.7827], [-1.6076, -2.6774, 0.7863], [-1.4024, -3.4073, -3.4784], [-0.6973, -3.6385, -2.2906], [0.6209, -4.0846, -2.4622], [1.1603, -4.4343, -1.0951], [1.5202, -3.2365, -0.3500], [1.8933, -3.4304, 1.0560], [2.8559, -2.3574, 1.5075], [2.2171, -1.1326, 1.7219], [3.1072, -0.1866, 2.2727], [-1.1064, -2.4609, -3.9515], [-2.4668, -3.3639, -3.2651], [-1.2256, -4.2014, -4.2163], [1.2484, -3.2909, -2.9038], [0.6668, -4.9503, -3.1324], [2.0186, -5.1118, -1.2313], [0.3897, -5.0132, -0.5829], [2.3063, -2.7893, -0.8087], [2.4019, -4.3907, 1.2065], [0.9939, -3.3886, 1.6731], [3.6494, -2.2477, 0.7405], [3.3895, -2.6837, 2.4128], [4.0590, -0.1840, 1.7253], [3.3261, -0.4310, 3.3208], [2.6492, 0.7949, 2.2168], [-1.8210, 6.3224, 0.7811], [-0.9861, 6.3011, 1.9043], [-0.1372, 5.1700, 2.0159], [-0.8165, 3.9415, 2.5967], [-1.7255, 3.2065, 1.7196], [-1.0645, 2.2145, 0.8657], [-0.3267, 1.1293, 1.6167], [-1.1472, 0.6717, 2.6498], [-0.5028, -0.2166, 3.5225], [-2.0426, 7.3561, 0.5051], [-2.8005, 5.8564, 0.9642], [-1.3771, 5.8439, -0.1013], [0.6189, 5.4811, 2.7448], [0.3824, 4.9633, 1.0722], [-1.3679, 4.2492, 3.4906], [-0.0471, 3.2645, 2.9698], [-2.1670, 3.8636, 1.0900], [-0.3645, 2.6993, 0.1585], [-1.8215, 1.7267, 0.2453], [0.6390, 1.5011, 1.9877], [-0.1139, 0.3145, 0.9020], [-0.1137, -1.0951, 2.9998], [-1.2374, -0.5272, 4.2640], [0.3187, 0.2844, 4.0610], [1.0448, -0.1835, -3.4595], [0.1393, 0.6750, -2.6101], [-0.7492, 1.6044, -3.4221], [-0.6658, -0.1869, -1.7977], [0.5074, -0.9004, -4.0753], [1.7461, -0.7243, -2.8137], [1.6867, 0.4463, -4.0787], [0.7476, 1.2979, -1.9413], [-1.4449, 1.0257, -4.0346], [-0.1639, 2.2760, -4.0485], [-1.3593, 2.2327, -2.7653], [-1.4666, 0.2699, -1.5167]], "atomic_forces_ev_per_a": [[-0.5, -0.2, 0.5], [-0.2, 0.6, -0.5], [0.1, 0.2, -0.1], [0.0, -0.1, 0.0], [0.0, 0.0, -0.1], [1.0, -0.3, 0.1], [-0.1, 0.2, -0.8], [-0.1, -0.1, 0.3], [0.3, 0.2, -0.1], [0.3, -0.7, -0.3], [-0.6, 0.6, 0.0], [0.0, 0.1, 0.1], [0.5, -0.2, 0.0], [-0.1, 0.1, -0.2], [0.2, -0.2, 0.1], [0.0, 0.0, 0.1], [0.0, 0.0, 0.2], [0.0, -0.1, 0.2], [-0.1, -0.1, -0.1], [-0.1, -0.1, 0.1], [0.0, 0.1, 0.1], [0.0, 0.2, 0.2], [-0.1, 0.0, -0.2], [-0.1, -0.1, -0.1], [0.0, -0.2, 0.0], [-0.1, 0.1, 0.1], [-0.2, 0.0, 0.1], [-0.1, 0.1, 0.0], [0.0, 0.1, 0.0], [0.0, 0.0, 0.0], [-0.6, 0.1, -0.4], [0.2, 0.0, -0.2], [0.2, 0.1, 0.7], [-0.3, -0.1, 0.1], [0.3, -0.2, -0.4], [-0.1, 0.4, -0.4], [-0.1, -0.2, -0.3], [0.0, 0.2, 0.2], [0.0, 0.0, 0.2], [0.2, 0.0, 0.2], [0.2, -0.1, 0.1], [0.1, 0.0, 0.1], [0.1, 0.0, -0.1], [-0.2, 0.0, -0.1], [0.0, 0.1, -0.1], [0.0, -0.1, -0.1], [-0.3, 0.0, 0.2], [0.2, -0.2, 0.1], [-0.2, 0.1, 0.2], [0.0, 0.0, 0.2], [0.1, 0.1, 0.1], [0.0, 0.0, 0.0], [0.0, -0.1, -0.1], [0.0, -0.1, -0.1], [0.7, 0.0, 0.4], [-0.2, 0.4, 0.1], [-0.3, -0.1, 0.1], [0.1, -0.3, -0.1], [-0.1, 0.1, -0.1], [-0.2, -0.2, 0.0], [-0.2, 0.0, -0.2], [0.1, -0.1, 0.0], [0.1, 0.0, -0.1], [0.0, -0.1, -0.1], [0.1, 0.0, 0.1], [-0.1, -0.1, 0.2]], "relative_energy_kj_mol": 0.00, "e_tot_ev": -74765.920, "max_force_ev_per_a": 1.0, "homo_ev": -7.99}